{
  "formula": "C25H17Cl2N3O3PtS",
  "method": "ωB97M-V/def2-TZVPD",
  "symbols": ["Pt", "C", "C", "C", "C", "C", "C", "C", "S", "O", "O", "N", "C", "C", "C", "C", "C", "C", "C", "C", "N", "C", "H", "H", "H", "H", "H", "H", "H", "H", "H", "H", "H", "H", "H", "Cl", "C", "C", "C", "Cl", "C", "C", "C", "C", "N", "C", "C", "O", "H", "H", "H", "H"],
  "positions_angstrom": [[-0.594918, -1.496901, -0.390353], [3.396534, 3.758218, -3.329312], [3.048052, 2.387505, -2.817848], [3.943335, 1.670346, -2.028076], [3.643360, 0.386078, -1.607264], [2.432020, -0.179148, -1.972157], [1.517599, 0.520317, -2.743294], [1.830801, 1.802459, -3.158800], [2.056365, -1.842073, -1.480390], [3.274224, -2.598712, -1.490132], [0.937230, -2.299172, -2.291866], [1.376043, -1.761456, -0.013789], [1.848582, -1.539519, 1.246637], [3.172606, -1.432899, 1.627580], [3.513791, -1.251669, 2.975656], [2.559923, -1.180166, 3.955945], [1.197440, -1.298813, 3.612835], [0.149102, -1.256370, 4.557631], [-1.149080, -1.378049, 4.143568], [-1.415108, -1.542900, 2.774658], [-0.461508, -1.584443, 1.876859], [0.838408, -1.468756, 2.256508], [4.138099, 4.242621, -2.695784], [2.508448, 4.386698, -3.384810], [3.814573, 3.684306, -4.335690], [4.888311, 2.115831, -1.742419], [4.346685, -0.180757, -1.011396], [0.572919, 0.059302, -2.995360], [1.117668, 2.357922, -3.755269], [3.943283, -1.524353, 0.874116], [4.558307, -1.164876, 3.245672], [2.827278, -1.037014, 4.995162], [0.392106, -1.130838, 5.605543], [-1.969429, -1.348678, 4.846561], [-2.431691, -1.643702, 2.413260], [-1.395684, 3.597230, -0.637920], [-2.566328, 2.331134, -0.561469], [-3.917435, 2.646115, -0.423434], [-4.865702, 1.656744, -0.353765], [-6.542929, 2.084163, -0.202647], [-4.492773, 0.299183, -0.407576], [-5.389859, -0.784224, -0.282437], [-4.919469, -2.067756, -0.349553], [-3.547214, -2.289400, -0.520371], [-2.684514, -1.301560, -0.616485], [-3.118414, -0.010355, -0.567520], [-2.107153, 1.010245, -0.663890], [-0.879188, 0.696319, -0.834458], [-4.213755, 3.684717, -0.371783], [-6.439869, -0.578876, -0.128289], [-5.591680, -2.909578, -0.267050], [-3.149403, -3.294450, -0.575542]],
  "atomic_forces_ev_per_a": [[-0.3, -0.2, 1.4], [0.0, -0.1, 0.0], [0.0, 0.0, 0.0], [0.0, 0.0, 0.0], [0.1, 0.0, 0.1], [-0.1, -0.3, 0.0], [-0.1, 0.0, 0.1], [0.1, 0.0, 0.0], [0.4, 0.0, -0.1], [0.0, 0.1, 0.3], [0.1, 0.1, 0.0], [-1.3, 0.2, -1.2], [0.5, 0.1, 0.4], [-0.2, -0.1, -0.3], [-0.1, 0.0, 0.3], [0.2, 0.0, 0.0], [-0.1, -0.1, -0.2], [-0.1, 0.0, -0.1], [0.1, 0.1, 0.1], [0.0, 0.0, -0.1], [-0.3, -0.3, -0.8], [0.3, 0.0, 0.2], [0.0, 0.0, 0.0], [0.0, 0.0, 0.0], [0.0, 0.0, 0.0], [0.0, 0.0, 0.0], [0.0, 0.0, -0.1], [0.0, 0.1, 0.0], [0.0, 0.0, 0.0], [0.0, 0.0, 0.0], [0.0, 0.0, 0.0], [0.0, 0.0, 0.0], [0.0, 0.0, 0.0], [0.0, 0.0, 0.0], [0.0, 0.0, 0.0], [0.0, 0.1, 0.0], [0.0, -0.2, -0.1], [-0.1, -0.1, 0.0], [0.1, 0.1, 0.0], [-0.1, 0.0, 0.0], [0.1, -0.1, 0.0], [0.1, -0.1, 0.0], [-0.2, 0.2, 0.0], [0.1, -0.2, -0.1], [0.8, 0.0, 0.4], [-0.2, 0.4, 0.0], [0.1, 0.0, -0.1], [0.3, 0.0, -0.1], [0.0, 0.0, 0.0], [0.0, 0.0, 0.0], [0.0, 0.0, 0.0], [0.1, 0.0, 0.1]],
  "mulliken_charge": [0.881, -1.483, 0.924, -0.797, -0.538, 0.455, -0.164, -0.787, 1.192, -0.681, -0.731, -0.118, 0.608, -0.572, -0.863, -0.908, 1.190, -0.585, -0.800, -0.063, -0.448, -0.008, 0.365, 0.360, 0.301, 0.364, 0.318, 0.400, 0.384, 0.497, 0.394, 0.380, 0.420, 0.387, 0.412, -0.220, 0.568, -0.687, 0.686, -0.275, 0.014, -0.672, -0.687, -0.127, -0.418, 0.530, -0.329, -0.787, 0.453, 0.413, 0.415, 0.435],
  "homo_energy_ev": [-7.397, -7.391],
  "total_charge": 0
}

{
  "formula": "C4H9NOS",
  "method": "ωB97M-V/def2-TZVPD",
  "symbols": ["O", "C", "N", "C", "C", "S", "C", "H", "H", "H", "H", "H", "H", "H", "H", "H"],
  "positions_angstrom": [[0.016098, 0.150309, -2.584299], [1.088718, 0.159886, -2.036084], [1.299986, 0.178642, -0.689419], [0.170109, -0.213024, 0.219893], [-1.178424, 0.475032, 0.027916], [-2.400369, -0.925767, 0.184407], [0.519992, -0.185881, 1.795571], [2.047563, 0.263782, -2.570613], [2.240661, 0.256041, -0.357925], [0.361017, -1.283506, 0.207473], [-1.367007, 0.947312, -0.926728], [-1.322137, 1.261586, 0.776041], [-3.410339, -0.208694, -0.305122], [0.512867, 0.715564, 2.398364], [-0.115937, -1.012655, 2.113049], [1.537202, -0.578629, 1.747479]],
  "atomic_forces_ev_per_a": [[-0.3, -0.5, -0.3], [0.9, 0.9, 0.6], [-1.7, 0.6, 0.0], [2.3, 0.7, 2.0], [-0.5, -1.0, -0.3], [0.3, 0.9, 0.0], [0.9, -0.7, -2.3], [0.0, -0.1, -0.3], [0.2, -0.1, 0.2], [-1.9, -0.5, -1.0], [0.4, -0.3, -0.3], [0.0, -0.5, 0.2], [-0.3, -0.1, 0.0], [-0.4, 0.2, -0.2], [0.0, 0.5, 0.8], [0.2, -0.1, 0.7]],
  "mulliken_charge": [-0.537, -0.059, -0.200, -0.202, -0.483, -0.232, -1.310, 0.336, 0.246, 0.397, 0.463, 0.362, 0.132, 0.378, 0.359, 0.349],
  "homo_energy_ev": -9.019,
  "total_charge": 0,
  "smiles": "C[C@@H](CS)NC=O"
}

{
  "formula": "C48H60AsBaN4O2P2Se2",
  "method": "ωB97M-V/def2-TZVPD",
  "symbols": ["Ba", "C", "C", "C", "C", "C", "N", "C", "C", "C", "N", "C", "C", "C", "C", "C", "C", "C", "C", "N", "C", "C", "C", "N", "C", "C", "C", "C", "O", "C", "O", "H", "H", "H", "H", "H", "H", "H", "H", "H", "H", "H", "H", "H", "H", "H", "H", "H", "H", "H", "H", "H", "H", "H", "H", "H", "H", "H", "H", "Se", "P", "Se", "C", "C", "C", "C", "C", "C", "C", "C", "C", "C", "C", "C", "H", "H", "H", "H", "H", "H", "H", "H", "H", "H", "C", "As", "C", "C", "C", "C", "C", "C", "C", "C", "H", "H", "H", "H", "H", "H", "H", "H", "H", "H", "H", "H", "H", "C", "P", "C", "C", "H", "H", "H", "H", "H", "H", "H", "H", "H"],
  "positions_angstrom": [[-0.144645, 0.294783, 0.236441], [6.683409, 2.894650, 2.690532], [5.464156, 2.110707, 2.300883], [5.494449, 0.773544, 2.042355], [4.320785, 0.029714, 1.726333], [4.505747, -1.352694, 1.526424], [3.658633, -2.339338, 1.722534], [2.412179, -2.266427, 2.468964], [2.034158, -3.615924, 3.070651], [1.100449, -3.435992, 4.260657], [0.059665, -2.460325, 3.960922], [-0.895269, -2.125608, 4.788963], [-1.788870, -1.064253, 4.579603], [-2.781814, -0.838742, 5.567953], [-3.671887, 0.187505, 5.472459], [-4.737175, 0.446075, 6.498457], [-3.560046, 1.018335, 4.337569], [-2.627821, 0.865839, 3.335455], [-2.726756, 1.828893, 2.234915], [-2.043645, 1.851026, 1.168928], [-2.381694, 2.867061, 0.180903], [-1.141314, 3.462847, -0.487547], [-0.028870, 3.845370, 0.485608], [0.877036, 2.723048, 0.780660], [1.938759, 3.018876, 1.412217], [3.064532, 2.134383, 1.739056], [4.219380, 2.761475, 2.143029], [3.062746, 0.703083, 1.508852], [2.052937, 0.116129, 1.034783], [-1.671003, -0.213328, 3.418756], [-0.765544, -0.414929, 2.545002], [7.558148, 2.250225, 2.759436], [6.546240, 3.379718, 3.658076], [6.897570, 3.675394, 1.958708], [6.433880, 0.235817, 2.118818], [5.492819, -1.679263, 1.210797], [3.965236, -3.262306, 1.449299], [1.631785, -1.914082, 1.800730], [2.549301, -1.502799, 3.240339], [2.917837, -4.152588, 3.422883], [1.554854, -4.232573, 2.307262], [1.674274, -3.080502, 5.120925], [0.643151, -4.389147, 4.531400], [0.078325, -1.857908, 3.124382], [-0.977234, -2.707025, 5.704390], [-2.819352, -1.511962, 6.418377], [-4.657669, -0.252020, 7.330277], [-5.733084, 0.339850, 6.064973], [-4.660173, 1.457633, 6.899722], [-4.268537, 1.835869, 4.240829], [-3.517267, 2.576380, 2.384097], [-2.986827, 3.658703, 0.642189], [-2.990257, 2.386489, -0.588494], [-1.467996, 4.357190, -1.020960], [-0.760638, 2.787272, -1.262603], [-0.470114, 4.192798, 1.426067], [0.563664, 4.671805, 0.081136], [2.123896, 4.064433, 1.695334], [4.186859, 3.836672, 2.294850], [-2.048116, 0.470162, -2.666156], [-3.612125, -0.624915, -1.641664], [-3.115395, -1.515705, 0.256621], [-4.243855, -1.893016, -2.791072], [-4.366109, -3.224575, -2.419616], [-4.846878, -4.158191, -3.328927], [-5.213801, -3.761456, -4.604373], [-5.098745, -2.426863, -4.976467], [-4.612756, -1.496594, -4.075412], [-5.061460, 0.467199, -1.419392], [-6.066792, 0.073843, -0.538078], [-7.195722, 0.859173, -0.375897], [-7.329803, 2.043968, -1.089253], [-6.334018, 2.436670, -1.969525], [-5.202950, 1.648780, -2.137834], [-4.089888, -3.522451, -1.414989], [-4.939811, -5.195813, -3.034687], [-5.592097, -4.488615, -5.311093], [-5.386029, -2.113807, -5.971709], [-4.506049, -0.459564, -4.371042], [-5.952041, -0.841912, 0.029163], [-7.973825, 0.546986, 0.308703], [-8.212497, 2.656986, -0.960019], [-6.436481, 3.356000, -2.531914], [-4.421845, 1.948668, -2.825670], [2.259002, -0.356749, -3.886199], [1.861500, 0.748788, -2.324114], [1.345114, 2.360792, -3.301913], [3.709776, 1.243701, -1.788323], [4.571018, 1.836872, -2.852367], [5.362492, 1.031273, -3.668445], [6.136218, 1.582582, -4.678734], [6.133617, 2.953625, -4.889227], [5.356764, 3.768187, -4.077896], [4.584014, 3.213308, -3.069791], [2.950185, 0.155399, -4.555708], [1.324548, -0.548983, -4.413338], [2.686624, -1.310972, -3.580066], [2.073304, 2.592467, -4.078335], [1.266126, 3.207181, -2.619594], [0.368189, 2.185084, -3.753000], [4.149955, 0.325510, -1.394047], [3.600958, 1.931228, -0.951602], [5.373528, -0.041395, -3.508339], [6.744397, 0.939653, -5.301851], [6.736706, 3.385163, -5.676766], [5.353269, 4.839753, -4.230747], [3.979826, 3.856973, -2.439245], [-0.354968, -2.924789, -2.449386], [0.348699, -3.073120, -0.768048], [-0.579561, -4.543180, -0.180831], [1.966963, -3.862032, -1.174126], [-0.242513, -3.866203, -2.991727], [0.127142, -2.120672, -3.004626], [-1.410297, -2.675594, -2.374710], [-0.601450, -5.324905, -0.942263], [-1.600730, -4.234169, 0.045371], [-0.133338, -4.954791, 0.726901], [1.857100, -4.643757, -1.927917], [2.397024, -4.319123, -0.278447], [2.666520, -3.111918, -1.545799]],
  "atomic_forces_ev_per_a": [[-2.0, -1.2, -1.7], [0.0, 0.0, 0.0], [0.0, -0.1, 0.0], [0.0, 0.0, 0.0], [-0.1, -0.1, 0.0], [-0.1, 0.0, 0.0], [0.1, 0.1, -0.1], [0.0, 0.1, 0.0], [0.0, 0.0, 0.0], [0.0, 0.0, 0.0], [-0.1, 0.1, -0.1], [-0.1, 0.1, 0.0], [0.1, 0.0, -0.1], [0.0, 0.0, 0.0], [0.0, 0.0, 0.0], [0.0, 0.0, 0.0], [0.1, 0.0, 0.0], [0.0, -0.1, 0.1], [0.0, 0.0, -0.1], [-0.4, 0.4, 0.4], [-0.1, 0.1, 0.0], [0.0, 0.1, 0.1], [0.0, 0.1, 0.1], [0.3, 0.4, 0.2], [0.0, 0.1, -0.1], [0.1, 0.0, 0.0], [0.0, -0.1, 0.0], [0.1, 0.2, -0.1], [1.8, -0.2, 0.8], [-0.1, 0.0, 0.0], [-0.2, -0.1, 1.0], [0.0, 0.0, 0.0], [0.0, 0.0, 0.0], [0.0, 0.0, 0.0], [0.0, 0.0, 0.0], [0.0, 0.0, 0.0], [0.0, 0.0, 0.0], [-0.1, 0.1, -0.1], [0.0, 0.0, 0.0], [0.0, 0.0, 0.0], [0.0, 0.0, 0.0], [0.0, 0.0, 0.0], [0.0, 0.0, 0.0], [0.0, 0.0, 0.1], [0.0, 0.0, 0.0], [0.0, 0.0, 0.0], [0.0, 0.0, 0.0], [0.0, 0.0, 0.0], [0.0, 0.0, 0.0], [0.0, 0.0, 0.0], [0.0, 0.0, 0.0], [0.0, 0.0, 0.0], [0.0, 0.0, 0.0], [0.0, 0.0, 0.0], [0.0, 0.0, 0.1], [0.0, 0.0, 0.0], [-0.1, 0.0, 0.0], [0.0, 0.0, 0.0], [0.0, 0.0, 0.0], [0.1, 0.0, 0.1], [0.0, 0.0, 0.0], [0.1, 0.0, -0.1], [0.0, 0.0, 0.0], [0.0, 0.0, 0.1], [0.0, 0.0, 0.0], [0.0, 0.0, 0.0], [0.0, 0.0, 0.0], [0.0, 0.0, 0.0], [0.0, 0.0, 0.0], [0.0, 0.0, 0.0], [0.0, 0.0, 0.0], [0.0, 0.0, 0.0], [0.0, 0.0, 0.0], [0.0, 0.0, 0.0], [0.0, 0.0, 0.0], [0.0, 0.0, 0.0], [0.0, 0.0, 0.0], [0.0, 0.0, 0.0], [0.0, 0.0, 0.0], [0.0, 0.0, 0.0], [0.0, 0.0, 0.0], [0.0, 0.0, 0.0], [0.0, 0.0, 0.0], [0.0, 0.0, 0.0], [0.0, 0.0, 0.0], [0.3, 0.1, -0.5], [0.0, 0.0, 0.0], [0.0, -0.1, 0.0], [0.0, 0.0, -0.1], [0.0, 0.0, 0.0], [0.0, 0.0, 0.0], [0.0, 0.0, 0.0], [0.0, 0.0, 0.0], [0.0, 0.0, 0.0], [0.0, 0.0, 0.0], [0.0, 0.0, 0.0], [0.0, 0.0, 0.0], [0.0, 0.0, 0.0], [0.0, 0.0, 0.0], [0.0, 0.0, 0.0], [0.0, 0.0, 0.0], [0.0, 0.1, 0.1], [0.0, 0.0, 0.0], [0.0, 0.0, 0.0], [0.0, 0.0, 0.0], [0.0, 0.0, 0.0], [0.0, 0.0, 0.0], [0.1, 0.0, 0.0], [0.0, -0.1, 0.0], [0.0, 0.0, 0.0], [0.0, 0.0, 0.0], [0.0, 0.0, 0.0], [0.0, 0.0, 0.0], [-0.1, 0.0, 0.0], [0.0, 0.0, 0.0], [0.0, 0.0, 0.0], [0.0, 0.0, 0.0], [0.0, 0.0, 0.0], [0.0, 0.0, 0.0], [0.0, 0.0, 0.0]],
  "mulliken_charge": [-1.080, -1.737, -0.008, -0.758, 1.035, -0.831, 0.235, -0.365, -0.885, -1.106, 0.506, -0.662, 0.158, -0.528, -0.042, -1.683, -0.284, 1.202, -1.668, 1.399, -0.519, 0.012, -1.688, 0.940, -1.639, 0.967, -0.631, -0.187, 0.851, -0.191, 0.778, 0.372, 0.357, 0.361, 0.414, 0.500, 0.414, -0.264, 0.644, 0.535, 0.200, 0.397, 0.520, -0.178, 0.489, 0.361, 0.379, 0.351, 0.357, 0.507, 0.160, 0.530, -0.741, 0.605, -0.189, 0.420, 0.707, 0.403, 0.504, -0.550, 0.535, -0.349, 0.611, -0.239, -0.688, -0.481, -0.745, -0.410, 0.796, -0.677, -0.715, -0.507, -0.731, -0.443, 0.255, 0.418, 0.382, 0.416, 0.394, 0.393, 0.431, 0.398, 0.429, 0.447, -1.436, 1.360, -1.512, -0.346, 0.133, -0.217, -0.777, -0.473, -0.745, -0.254, 0.510, 0.435, 0.275, 0.500, 0.278, 0.418, 0.398, -0.103, 0.400, 0.403, 0.398, 0.403, 0.374, -0.298, 1.356, -1.294, -1.368, 0.448, -0.130, -0.194, 0.429, 0.153, 0.369, 0.478, 0.317, 0.236],
  "homo_energy_ev": -9.178,
  "total_charge": 1
}

{
  "formula": "C5H8N2",
  "method": "ωB97M-V/def2-TZVPD",
  "symbols": ["C", "C", "C", "N", "C", "N", "C", "H", "H", "H", "H", "H", "H", "H", "H"],
  "positions_angstrom": [[-0.310040, -0.559797, -1.313222], [2.009078, -0.276272, 0.692508], [0.967224, -0.882990, 1.481102], [-0.281582, -0.567105, 1.148970], [-0.239924, 0.303004, -0.009712], [-1.342064, 1.244922, 0.014537], [1.247491, 0.579797, -0.060896], [-1.359655, -0.712894, -1.553259], [0.188735, -0.083760, -2.167979], [0.203861, -1.511503, -1.146721], [1.107315, -1.591414, 2.299904], [-1.139604, -0.845330, 1.607059], [-1.258778, 1.934855, 0.756403], [-1.369284, 1.752786, -0.863701], [1.577226, 1.215699, -0.884993]],
  "atomic_forces_ev_per_a": [[-0.3, -0.1, -0.1], [-0.3, 0.4, 0.2], [-0.2, -0.1, 0.2], [0.2, -0.2, -0.1], [0.2, -0.3, -0.3], [0.3, 0.2, 0.0], [0.4, 0.2, 0.1], [-0.1, -0.2, -0.1], [-0.3, 0.0, 0.3], [-0.2, 0.2, 0.0], [0.0, 0.2, -0.1], [0.2, -0.1, -0.2], [0.2, -0.1, -0.1], [-0.1, -0.1, 0.1], [0.2, -0.1, 0.2]],
  "mulliken_charge": [-1.549, -0.932, -0.071, -0.170, 1.219, -0.723, -0.512, 0.421, 0.355, 0.396, 0.407, 0.231, 0.238, 0.262, 0.428],
  "homo_energy_ev": -7.301,
  "total_charge": 0,
  "smiles": "C[C@]1(N)C=C=CN1"
}

For the records above, the corresponding E_tot values read -2790.7564, -685.9538, -9981.4067, -304.7048 hartree.